Entry from the Open Molecules 2025 dataset: a structure of composition C25H26OPRhS3 at a distorted geometry (ωB97M-V/def2-TZVPD).

The charge is +2. As for the expectation value of S²: 6.0515. Its spin multiplicity is 5. The energy comes out at -2689.24574 a.u. The value obtained for the frontier orbital gap (alpha / beta) is 5.18 / 5.12 eV.

Atoms and positions in Å:
Rh (1.15, -0.35, -0.33)
S (1.20, -0.56, 2.06)
S (3.47, -0.28, -0.16)
S (1.38, -2.66, -0.41)
P (-0.79, 0.71, -0.27)
O (1.73, -1.09, -3.03)
C (-2.15, -0.35, 0.09)
C (1.39, -3.33, 1.30)
C (-3.37, -1.76, 1.67)
C (0.32, 2.93, 1.00)
C (2.93, -0.58, 2.58)
C (-3.92, -1.90, -0.65)
C (-1.15, 1.55, -4.79)
C (0.90, -0.50, -2.40)
C (4.05, -1.98, -0.28)
C (-1.58, 2.30, -2.48)
C (-0.10, 0.45, -2.86)
C (-4.07, -2.35, 0.63)
C (-2.45, -0.77, 1.47)
C (-1.11, 4.72, 1.82)
C (-1.84, 2.35, -3.89)
C (0.15, 4.26, 1.49)
C (-2.22, 3.82, 1.73)
C (-0.80, 1.33, -1.96)
C (-0.25, 0.65, -4.25)
C (3.08, -2.90, -1.00)
C (-2.96, -0.91, -0.92)
C (0.65, -2.32, 2.22)
C (-0.84, 2.20, 0.69)
C (3.80, 0.19, 1.57)
C (-2.12, 2.65, 1.09)
H (-3.13, 4.11, 2.23)
H (3.59, 1.25, 1.76)
H (-2.03, -0.27, 2.38)
H (-0.41, -2.28, 2.00)
H (-2.45, 3.20, -4.29)
H (3.25, -1.66, 2.74)
H (-1.22, 1.57, -5.92)
H (1.32, 2.45, 0.84)
H (2.44, -3.52, 1.74)
H (4.85, 0.00, 1.69)
H (0.64, -2.57, 3.27)
H (-2.19, 2.96, -1.83)
H (2.98, -0.01, 3.53)
H (-1.29, 5.74, 2.20)
H (0.84, -4.32, 1.27)
H (3.28, -3.94, -0.84)
H (-4.60, -2.30, -1.45)
H (1.13, 4.85, 1.62)
H (-3.49, -2.18, 2.68)
H (5.01, -1.90, -0.82)
H (4.24, -2.41, 0.74)
H (-4.76, -3.17, 0.88)
H (0.42, -0.01, -4.89)
H (-3.00, 2.09, 0.76)
H (3.00, -2.69, -2.06)
H (-2.91, -0.54, -1.97)